(1)
The following is a DFT calculation (ωB97M-V with the def2-TZVPD basis set) of the ion C4H11N3P with charge +1.

The geometry in XYZ format:
```
19
Properties=species:S:1:pos:R:3:forces:R:3
C -1.129 1.148 -0.263 -3.2685 0.2127 3.0728
C 0.108 -1.689 -0.737 1.7215 0.8902 1.8913
C 0.765 -1.389 0.651 -2.8803 2.5817 -3.2230
C 0.663 0.100 0.969 1.5861 1.5734 -4.2118
N 1.398 1.079 -0.041 -1.3146 -2.2527 2.5050
N -2.445 1.376 -0.416 0.3204 -0.6372 0.6315
N -0.700 0.537 0.867 1.0034 1.0227 -2.3448
P 2.968 0.767 -0.157 1.2353 1.0340 -1.0313
H -0.593 1.658 -1.041 1.3552 -0.4543 0.2904
H -0.880 -1.366 -0.831 -1.5258 0.6271 -0.0578
H 0.733 -1.240 -1.436 0.8297 1.3221 -1.6118
H 0.134 -2.672 -1.052 0.0257 -2.4347 0.0487
H 1.709 -1.723 0.698 3.4514 -1.2054 0.2561
H 0.176 -1.828 1.335 -1.7816 -1.9749 2.8854
H 1.157 0.418 1.849 -0.1412 0.0238 1.4788
H -2.857 2.169 -0.865 0.5863 0.3518 -0.9891
H -3.147 0.960 0.166 0.1265 -0.4491 0.6020
H -1.164 0.214 1.688 -1.8303 0.2522 -0.0650
H 3.103 1.481 -1.385 0.5009 -0.4834 -0.1273
```
Forces are in eV/Å.

ΔE to the lowest compared entry with this formula, charge and spin: 17.5 kcal/mol
2S+1: 3
total charge: +1
molar mass: 132.13 Da
expectation value of S²: 2.009
E_HOMO (alpha / beta): -10.729 / -13.922 eV

---

(2)
The following is a DFT calculation (ωB97M-V with the def2-TZVPD basis set) of an isolated molecule of C17H20N4O4.

The geometry in XYZ format:
```
45
Properties=species:S:1:pos:R:3:forces:R:3
C -6.320 -0.440 -1.395 0.3868 -0.0164 0.1848
C -4.965 -1.087 -1.148 -0.2535 -0.1225 -0.5001
H -5.072 -2.124 -0.822 0.0506 0.1137 -0.0589
H -4.355 -1.045 -2.055 -0.0680 -0.0921 0.1656
O -4.258 -0.447 -0.087 0.1460 0.0855 0.2764
C -3.589 0.671 -0.416 -0.0951 0.1855 0.1600
O -3.576 1.168 -1.517 -0.0761 -0.0658 -0.4199
N -2.959 1.224 0.662 -0.0711 -0.1205 0.0539
C -1.963 2.247 0.411 0.0736 0.1902 -0.1729
H -2.315 3.212 0.796 0.1157 -0.0074 -0.0600
C -0.638 1.873 1.090 -0.1285 0.4932 -0.0478
N -0.427 0.442 1.016 0.0705 -0.0501 -0.3343
C 0.709 -0.047 0.494 0.2761 -0.0529 -0.0902
N 1.620 0.899 0.181 -0.1197 0.2504 -0.0476
C 2.842 0.589 -0.151 0.0386 -0.2005 0.1469
N 3.310 -0.698 -0.099 -0.1621 0.4513 -0.0954
C 4.614 -0.995 -0.344 0.7796 -0.1241 -0.1725
C 5.500 -0.026 -0.678 -0.1434 -0.3216 0.0951
C 5.054 1.310 -0.782 -0.4461 0.0078 0.0895
C 3.753 1.628 -0.529 0.4391 0.0368 -0.1573
C 3.218 3.019 -0.614 -0.0158 -0.0821 0.0274
H 3.987 3.709 -0.950 0.0524 0.0475 -0.0229
H 2.852 3.333 0.361 -0.0687 0.0982 0.0460
H 2.376 3.050 -1.302 -0.0810 0.0909 -0.0339
H 5.754 2.081 -1.064 0.0297 0.1277 -0.0206
H 6.530 -0.275 -0.870 0.0675 -0.1084 -0.0002
H 4.856 -2.044 -0.261 -0.0456 0.0473 0.0005
C 2.396 -1.790 0.127 -0.2271 -0.2646 0.1933
O 2.855 -2.915 0.129 0.1331 -0.0249 -0.0568
C 1.020 -1.422 0.300 0.0815 0.3328 0.1704
C 0.123 -2.533 0.105 -0.0276 -0.5289 -0.1413
O -1.079 -2.503 -0.094 -0.0925 -0.0597 -0.1583
H 0.663 -3.493 0.068 -0.1122 0.0209 0.0125
C -1.436 -0.351 1.690 -0.4213 -0.5430 0.2804
H -1.680 -1.227 1.080 0.0814 0.3041 0.2391
C -2.717 0.471 1.870 0.0981 -0.1698 0.1399
H -2.640 1.179 2.700 -0.0559 -0.0788 -0.0236
H -3.556 -0.197 2.058 0.1478 0.0789 0.0980
H -1.054 -0.697 2.660 -0.0096 0.0183 -0.0042
H 0.194 2.369 0.593 -0.2323 0.0362 0.1925
H -0.648 2.175 2.143 0.0741 0.0033 -0.0563
H -1.843 2.327 -0.672 0.0370 0.0389 0.1823
H -6.182 0.586 -1.727 -0.0365 0.0539 -0.0469
H -6.850 -0.992 -2.166 -0.0922 -0.0581 -0.0859
H -6.913 -0.443 -0.483 -0.0973 -0.0212 0.0532
```
Forces are in eV/Å.

structure (SMILES): CCOC(=O)N1CCN(c2nc3c(C)cccn3c(=O)c2C=O)CC1
ΔE to the lowest compared entry with this formula, charge and spin: 42.5 kcal/mol
total charge: 0
molar mass: 344.37 Da
E_HOMO: -8.533 eV

---

(3)
The following is a DFT calculation (ωB97M-V with the def2-TZVPD basis set) of a structure of composition C32H26BF5N5O5RhS3.

The geometry in XYZ format:
```
78
Properties=species:S:1:pos:R:3:forces:R:3
Rh -1.851 -1.156 -0.411 0.0453 -0.0082 -0.1197
F 2.807 -5.908 -2.808 0.0085 -0.0071 -0.0092
C 1.677 -5.323 -2.423 0.0174 0.0059 0.0546
C 0.875 -4.685 -3.352 -0.0522 0.0181 -0.0273
F 1.242 -4.647 -4.632 0.0078 -0.0090 0.0038
C -0.296 -4.074 -2.941 -0.0049 -0.0503 -0.0386
F -1.039 -3.464 -3.863 0.0196 0.0371 0.0106
C -0.694 -4.075 -1.610 0.0144 -0.0036 0.0629
S -2.185 -3.274 -1.097 -0.0177 -0.0809 0.0381
C 0.128 -4.731 -0.698 -0.0271 0.0199 -0.0294
F -0.191 -4.757 0.593 -0.0033 -0.0067 0.0091
C 1.303 -5.344 -1.091 0.0234 -0.0170 -0.0324
F 2.087 -5.943 -0.194 0.0013 0.0003 0.0031
O -5.869 6.880 3.969 -0.0043 -0.0018 0.0038
S -5.560 5.484 4.384 0.0070 0.0511 -0.0532
O -6.351 4.775 3.367 -0.0134 -0.0278 -0.0239
O -5.820 5.178 5.749 -0.0048 -0.0224 0.0686
C -3.825 5.191 4.035 0.0000 0.0143 0.0184
N -3.032 6.216 4.272 -0.0014 0.0044 -0.0047
C -1.734 5.947 4.005 0.0244 -0.0063 0.0016
C -1.308 4.747 3.506 -0.0022 -0.0004 0.0208
C -2.267 3.726 3.279 0.0005 0.0012 -0.0072
N -3.571 3.989 3.596 0.0101 -0.0082 -0.0123
C -1.984 2.472 2.687 0.0056 -0.0014 0.0155
C -2.977 1.446 2.635 -0.0048 0.0128 -0.0035
C -2.741 0.303 1.943 -0.0108 -0.0200 -0.0262
N -1.586 0.061 1.245 0.0052 0.0191 0.0727
C -0.602 1.001 1.355 0.0017 -0.0172 -0.0342
C -0.746 2.160 2.050 0.0051 -0.0145 0.0033
H -1.033 6.748 4.204 0.0009 0.0054 -0.0007
H -0.259 4.588 3.305 0.0026 0.0021 -0.0033
H -3.912 1.578 3.161 0.0026 0.0019 0.0033
H -3.480 -0.491 1.918 0.0032 -0.0005 0.0005
H 0.322 0.779 0.837 0.0037 -0.0001 0.0052
H 0.082 2.854 2.060 0.0041 -0.0022 0.0104
N -4.449 -0.231 -1.025 -0.0187 0.0152 0.0069
C -3.652 0.832 -1.340 0.0085 -0.0081 0.0050
S -2.218 0.489 -2.200 0.0338 0.0401 0.0339
N -4.029 2.014 -0.872 -0.0088 0.0171 0.0013
C -3.323 3.258 -0.815 0.0100 0.0195 0.0212
C -2.469 3.692 -1.817 -0.0231 -0.0013 0.0038
C -1.835 4.918 -1.671 0.0041 0.0047 -0.0157
C -2.071 5.712 -0.559 -0.0132 -0.0013 -0.0037
C -2.957 5.281 0.419 -0.0117 0.0009 -0.0088
C -3.581 4.052 0.295 0.0132 -0.0207 -0.0053
H -4.407 -1.018 -1.655 0.0009 -0.0024 0.0022
H -5.327 -0.085 -0.549 0.0013 0.0009 0.0074
H -4.870 2.021 -0.309 -0.0066 -0.0025 -0.0149
H -2.302 3.099 -2.702 0.0047 -0.0258 -0.0118
H -1.162 5.257 -2.447 0.0006 0.0006 -0.0005
H -1.577 6.669 -0.459 0.0009 0.0024 -0.0013
H -3.160 5.897 1.285 -0.0029 0.0043 0.0062
H -4.248 3.709 1.080 -0.0098 -0.0055 -0.0103
C 5.737 -3.946 0.624 -0.0048 0.0105 0.0048
C 5.682 -3.474 -0.829 0.0027 0.0242 0.0087
C 5.969 -4.681 -1.732 0.0068 -0.0060 -0.0093
C 6.771 -2.411 -1.038 0.0003 -0.0095 -0.0050
C 4.323 -2.866 -1.185 -0.0034 -0.0123 0.0197
C 4.075 -2.471 -2.505 -0.0054 -0.0054 -0.0187
C 2.869 -1.911 -2.914 0.0087 0.0332 0.0144
C 1.907 -1.750 -1.945 -0.0249 -0.0097 -0.0141
O 0.610 -1.292 -2.071 0.0446 0.0407 0.0297
B 0.057 -1.456 -0.807 -0.0642 0.0178 -0.0270
O 0.993 -1.911 0.109 0.0067 0.0155 0.0008
C 2.137 -2.126 -0.637 -0.0114 -0.0077 0.0011
C 3.325 -2.685 -0.224 0.0151 0.0012 -0.0026
H 6.713 -4.393 0.821 -0.0002 -0.0010 -0.0024
H 4.976 -4.701 0.829 0.0018 -0.0041 0.0003
H 5.606 -3.120 1.326 -0.0039 0.0018 -0.0038
H 6.941 -5.108 -1.479 -0.0007 -0.0046 -0.0001
H 5.991 -4.407 -2.787 -0.0038 -0.0017 0.0050
H 5.210 -5.454 -1.601 -0.0114 -0.0037 0.0039
H 7.751 -2.823 -0.789 -0.0013 0.0001 -0.0015
H 6.592 -1.542 -0.402 -0.0023 0.0003 0.0018
H 6.801 -2.071 -2.074 0.0035 0.0004 0.0003
H 4.848 -2.611 -3.249 -0.0040 0.0012 -0.0015
H 2.690 -1.629 -3.943 -0.0001 -0.0032 -0.0037
H 3.451 -2.982 0.807 0.0005 -0.0039 0.0032
```
Forces are in eV/Å.

ΔE to the lowest compared entry with this formula, charge and spin: 0.0 kcal/mol
2S+1: 5
total charge: 0
molar mass: 865.50 Da
expectation value of S²: 6.043
E_HOMO (alpha / beta): -5.871 / -8.922 eV

---

(4)
The following is a DFT calculation (ωB97M-V with the def2-TZVPD basis set) of a structure of composition C5H6Li2O4.

The geometry in XYZ format:
```
17
Properties=species:S:1:pos:R:3:forces:R:3
O -3.585 0.757 -0.965 0.1606 -0.1013 0.7456
C -2.663 0.211 -0.353 -0.6627 0.2839 -1.4786
O -2.817 -0.353 0.776 -0.0416 -0.4312 1.4509
O -1.445 0.183 -0.930 0.3514 0.0315 0.0079
C -0.543 -0.781 -0.548 -0.6330 -0.1935 0.7137
C 0.850 -0.485 -0.725 2.8454 1.2117 0.7339
Li -4.732 0.301 0.599 0.3330 0.0928 -0.4852
H -0.925 -1.807 -0.529 0.0640 0.3186 0.0152
H 1.011 0.158 -1.607 -0.1079 -0.0946 0.3608
H 1.416 -1.410 -0.890 -0.1045 0.2473 0.1667
Li -1.508 -0.951 1.920 -0.0549 0.0558 -0.3617
C 1.747 0.358 0.604 -2.8380 -1.2105 -0.8243
C 3.081 0.862 0.218 1.5879 -0.4061 -0.7393
O 4.115 0.239 0.370 -1.2004 0.5731 0.0056
H 1.799 -0.343 1.445 0.1680 -0.0034 -0.3036
H 3.100 1.861 -0.272 -0.0071 -0.2086 0.1521
H 1.099 1.201 0.887 0.1399 -0.1655 -0.1598
```
Forces are in eV/Å.

ΔE to the lowest compared entry with this formula, charge and spin: 7.6 kcal/mol
2S+1: 2
total charge: +1
molar mass: 143.98 Da
expectation value of S²: 0.756
E_HOMO (alpha / beta): -11.878 / -12.726 eV